[1]
This record from the OMol25 dataset describes a 2-piece molecular cluster, C5H13NO overall at a distorted geometry. The level of theory is ωB97M-V/def2-TZVPD.

Each line ends with the Mulliken charge.
Positions of all 20 atoms, in Å:
C 1.6629 -1.2591 1.8144  -0.748
C 1.8213 -1.7366 0.3610  -0.697
H 2.6352 -1.0631 2.2613  0.325
H 1.1249 -0.3181 1.8700  0.172
H 1.2160 -2.0614 2.4082  0.263
H 2.8415 -2.0195 0.1315  0.335
H 1.5230 -1.0145 -0.4005  0.080
H 1.2259 -2.6309 0.1224  0.269
C -0.5215 0.9158 -1.0919  -0.324
C -0.8629 2.3296 -1.5848  -1.268
C -1.3412 0.5874 0.1758  0.741
O -1.1073 1.2863 1.1785  -0.183
N -2.2023 -0.3894 0.1707  -0.304
H -0.8035 0.1505 -1.8094  0.455
H 0.5112 0.9215 -0.7511  0.252
H -0.5318 3.0964 -0.8872  0.376
H -1.9264 2.4423 -1.8121  0.375
H -2.5956 -0.7193 1.0444  0.276
H -2.3137 -0.9526 -0.6587  0.244
H -0.3557 2.4347 -2.5425  0.361

Force components x, y, z for each atom (eV/Å):
C 0.41 -0.46 -0.40
C -0.30 -0.49 -0.36
H 0.05 0.04 -0.02
H -0.38 -0.05 0.26
H -0.20 0.44 0.08
H 0.21 0.04 -0.01
H 0.14 0.25 0.13
H 0.05 0.19 0.32
C -0.54 1.26 0.76
C -0.24 -0.37 -0.43
C 0.16 -0.42 -0.59
O 0.13 0.25 0.24
N 0.01 -0.24 0.35
H 0.39 -0.18 -0.04
H 0.13 -0.51 -0.32
H -0.02 -0.03 -0.11
H 0.07 0.02 0.23
H -0.24 0.06 -0.12
H -0.02 -0.04 0.01
H 0.17 0.24 0.05

The energy above the lowest of the compared OMol25 structures with the same formula, charge and spin comes out at 128.6 kJ/mol. As for the charge: +1. Its LUMO energy (spin up / spin down) is -0.1484 / -0.3310 Ha. Its spin multiplicity is 2. The HOMO energy (spin up / spin down) is -14.95 / -14.95 eV. The calculation puts the calculated total energy at -8924.418 eV.

=====

[2]
This record from the OMol25 dataset describes C26H21ClHoIN4O2 as an isolated structure at a distorted geometry. The level of theory is ωB97M-V/def2-TZVPD.

Each line ends with the Mulliken charge.
Positions of all 56 atoms, in Å:
Ho 8.6399 8.3740 11.7370  0.394
C 7.3733 9.5250 8.4363  -1.089
C 6.4953 10.0274 9.5843  0.805
C 5.1038 10.4215 9.4498  -0.640
C 4.4507 11.1102 10.4506  -0.706
C 5.1724 11.3651 11.6570  -0.407
C 6.3877 10.7643 11.8892  0.643
N 7.0554 10.0687 10.8546  -0.239
C 7.0518 10.7913 13.2417  1.133
C 6.6471 11.6912 14.2328  -1.122
C 7.3366 11.7229 15.4525  -0.785
C 8.5090 10.9671 15.6413  -1.082
C 8.8468 10.0711 14.5923  0.648
N 8.1630 10.0085 13.3567  0.233
C 9.9732 9.1710 14.6450  0.722
C 10.9739 9.2003 15.6664  -0.908
C 12.1418 8.4983 15.4898  -0.602
C 12.2323 7.5585 14.4255  -0.845
C 11.1138 7.4160 13.5505  0.922
C 11.0375 6.3201 12.5353  -1.063
N 10.1177 8.3005 13.5752  0.094
H 7.0966 9.9650 7.4422  0.470
H 7.3363 8.4384 8.3468  0.152
H 8.3882 9.8350 8.7710  0.297
H 4.5520 10.0717 8.5162  0.348
H 3.4450 11.4959 10.1930  0.423
H 4.7299 11.9689 12.4570  0.319
H 5.7782 12.2982 14.1580  0.359
H 6.9766 12.3219 16.2751  0.468
H 9.0537 11.0939 16.5234  0.463
H 10.7827 9.7956 16.5325  0.432
H 12.8952 8.5367 16.2233  0.481
H 13.0857 6.9379 14.3676  0.520
H 11.8500 6.4660 11.7869  0.289
H 9.9902 6.2898 12.0874  0.138
H 11.2737 5.3569 12.9979  0.571
Cl 10.3947 4.1449 6.2661  -0.205
C 10.3417 5.4912 7.3474  0.184
C 11.2979 6.4538 7.3846  -0.310
C 11.2417 7.5050 8.3305  -0.464
I 12.8746 8.7483 8.3500  0.136
C 10.2325 7.5416 9.3213  0.966
O 10.1476 8.5080 10.2901  -0.570
C 9.2194 6.5072 9.3255  0.221
N 8.2182 6.4241 10.2798  0.421
C 7.1347 5.6653 9.9907  -0.265
C 7.0013 4.7789 8.9231  -0.942
C 8.0813 4.7462 8.0223  -0.688
C 9.2602 5.5277 8.2675  0.146
H 12.0963 6.4635 6.6206  0.380
H 6.2102 5.6650 10.6321  0.173
H 6.1346 4.1563 8.7675  0.479
H 7.9944 4.0430 7.1646  0.367
O 7.2419 7.0530 13.1588  -0.476
H 7.6647 6.8267 14.0272  0.336
H 6.6135 6.3584 12.9112  0.273

Force components x, y, z for each atom (eV/Å):
Ho -0.28 0.31 -0.90
C -0.06 0.88 0.68
C -1.23 0.05 1.87
C 0.92 -1.20 -1.28
C 0.81 0.28 -0.13
C -1.01 0.11 -0.05
C 0.40 -1.08 -1.56
N -1.14 0.73 -0.29
C 1.00 0.41 -0.98
C 0.80 -1.08 1.13
C 0.54 -0.51 -0.59
C -1.76 -0.69 -2.97
C -1.35 1.14 -1.09
N -0.75 1.55 3.22
C 2.95 -1.42 0.09
C -1.96 0.35 -1.70
C -0.78 -1.86 -1.76
C -1.99 1.47 0.74
C 1.75 0.39 0.85
C -0.01 0.17 -0.55
N -0.60 0.56 1.75
H 0.25 -0.27 1.09
H -0.01 -0.05 0.02
H -0.40 -0.34 -0.80
H 0.91 0.95 1.20
H 0.66 -0.26 0.80
H 0.01 -0.31 -0.52
H -0.49 0.31 -0.34
H -0.02 0.28 -0.09
H 0.83 -0.19 1.11
H 0.21 0.33 0.36
H 0.95 0.16 0.65
H 0.64 -0.63 -0.27
H -0.90 -0.01 0.07
H 1.55 -0.41 0.27
H -0.36 0.07 0.01
Cl 0.34 0.31 -0.23
C -0.31 -0.25 0.35
C 0.43 0.16 -0.82
C -1.10 -0.66 1.18
I 0.02 0.51 0.20
C 0.28 0.37 0.45
O 0.07 -1.15 -0.95
C 0.58 -1.16 -1.30
N -1.08 0.81 -1.05
C -0.57 -0.40 1.01
C 2.06 0.85 -1.09
C -0.39 -0.76 0.90
C -1.51 0.09 -0.28
H -0.46 -0.12 0.65
H 1.36 0.45 0.01
H -0.15 0.19 0.10
H 0.43 0.79 0.68
O 0.55 -0.25 0.83
H -0.82 0.06 -0.99
H 0.21 0.00 0.31

The energy above the lowest of the compared OMol25 structures with the same formula, charge and spin comes out at 110.0 kJ/mol. As for the charge: +2. Its LUMO energy (spin up / spin down) is -0.2466 / -0.2464 Ha. Its spin multiplicity is 5. The HOMO energy (spin up / spin down) is -12.88 / -12.88 eV. The calculation puts the calculated total energy at -83769.276 eV.

=====

[3]
This record from the OMol25 dataset describes a 2-piece molecular cluster, C3H10S overall at a distorted geometry. The level of theory is ωB97M-V/def2-TZVPD.

Each line ends with the Mulliken charge.
Positions of all 14 atoms, in Å:
C -4.2336 -3.0385 -4.8865  -0.760
C -2.7597 -3.5245 -4.7057  -0.846
H -4.7424 -3.0944 -3.9206  0.254
H -4.6794 -3.7967 -5.5197  0.251
H -4.1699 -2.0282 -5.2709  0.275
H -2.6734 -4.5590 -4.3484  0.291
H -2.2024 -3.3902 -5.6259  0.277
H -2.3279 -2.8643 -3.9490  0.257
C 1.9894 1.1742 3.4799  -0.645
S 2.6370 2.8717 3.3484  -0.229
H 2.7529 0.4768 3.8513  0.263
H 1.2555 1.3248 4.2668  0.210
H 1.6661 0.6357 2.5873  0.300
H 3.0337 3.3298 2.1801  0.101

Force components x, y, z for each atom (eV/Å):
C 1.51 -1.46 0.58
C -0.64 0.70 0.72
H -0.03 0.32 -0.16
H -0.61 0.52 -0.52
H -0.62 0.02 -0.24
H -0.11 0.26 -0.20
H 0.12 -0.15 -0.13
H 0.38 -0.22 -0.05
C 1.07 -0.70 -0.46
S -0.13 0.70 1.75
H 0.10 0.55 0.22
H -0.35 -0.39 -0.35
H -0.66 0.73 -0.03
H -0.01 -0.91 -1.13

The energy above the lowest of the compared OMol25 structures with the same formula, charge and spin comes out at 85.6 kJ/mol. As for the charge: 0. Its LUMO energy is 0.0379 Ha. The HOMO energy is -9.02 eV. The calculation puts the calculated total energy at -14107.449 eV.

=====

[4]
This record from the OMol25 dataset describes a 8-piece molecular cluster, C32H85N5O14 overall at a distorted geometry. The level of theory is ωB97M-V/def2-TZVPD.

Each line ends with the Mulliken charge.
Positions of all 136 atoms, in Å:
C 1.2150 7.5378 1.4939  -0.765
O 2.4103 6.9834 0.9446  -0.334
C 3.4957 7.3359 1.7881  -0.652
C 4.7074 6.4838 1.2417  -0.623
N 4.4389 5.1173 1.7472  -0.375
C 5.2386 4.1809 0.9340  -0.620
C 4.9741 2.7334 1.4631  -0.738
O 3.6111 2.2394 1.5369  -0.370
C 2.7867 2.4382 0.4277  0.044
H 0.3630 7.3346 0.8451  0.163
H 1.1844 8.5919 1.7699  0.377
H 0.9241 7.0355 2.4165  0.345
H 3.2137 7.1136 2.8173  0.370
H 3.7416 8.3920 1.6777  0.484
H 5.6665 6.9246 1.5135  0.392
H 4.7130 6.6230 0.1606  0.320
H 3.4941 4.8482 1.5126  0.283
H 6.3169 4.2692 1.0666  0.407
H 4.8992 4.2557 -0.0991  0.403
H 5.3873 2.7685 2.4711  0.357
H 5.4841 1.9488 0.9042  0.423
H 2.7782 3.4998 0.1805  0.138
H 1.7471 2.1110 0.4429  -0.232
H 3.3577 1.9736 -0.3762  0.242
C 2.2641 -1.8432 -0.3895  -0.226
O 2.0290 -1.8615 -1.8066  -0.361
C 2.4636 -0.5521 -2.3679  0.145
C 2.4354 -0.6093 -3.9001  -0.610
N 2.3948 0.6767 -4.4016  -0.050
C 2.4427 0.7739 -5.8601  -0.982
C 2.4286 2.2250 -6.4737  -0.465
O 3.6090 2.8529 -6.1661  -0.298
C 3.6947 4.2103 -6.6530  -0.805
H 1.7556 -2.7150 0.0221  -0.079
H 1.8593 -1.0227 0.2030  -0.019
H 3.3071 -1.9527 -0.0921  0.439
H 3.4861 -0.2107 -2.2063  0.284
H 1.8200 0.1807 -1.8811  -0.196
H 1.5470 -1.1843 -4.1614  0.292
H 3.3165 -1.0832 -4.3327  0.387
H 1.5462 1.1782 -4.1814  0.089
H 1.6723 0.1083 -6.2494  0.496
H 3.3102 0.2687 -6.2847  0.501
H 1.4961 2.7181 -6.1989  0.294
H 2.2086 2.0757 -7.5307  0.396
H 4.6519 4.6223 -6.3335  0.283
H 3.0074 4.8168 -6.0632  0.309
H 3.4498 4.4066 -7.6969  0.308
C -3.7505 -1.6064 2.2037  -0.082
O -4.7640 -2.3356 1.5521  -0.522
C -4.3357 -2.9930 0.3318  -0.240
C -3.9140 -1.9452 -0.7359  -0.054
N -4.8532 -0.8501 -0.7701  -0.374
C -4.2445 0.2837 -1.4366  0.090
C -5.3271 1.4053 -1.4492  -0.952
O -5.3323 2.0159 -0.1046  -0.214
C -6.3429 3.0739 -0.0096  -0.943
H -3.4283 -0.6907 1.7078  -0.203
H -2.8549 -2.2044 2.3722  0.153
H -4.1143 -1.3450 3.1974  0.344
H -5.1663 -3.5800 -0.0601  -0.026
H -3.6891 -3.8194 0.6270  0.032
H -3.8176 -2.4432 -1.7006  0.625
H -2.9575 -1.5131 -0.4419  -0.311
H -5.0336 -0.7468 0.2183  0.397
H -3.9586 0.1734 -2.4827  0.340
H -3.3894 0.7424 -0.9401  -0.018
H -6.3205 1.1154 -1.7914  0.489
H -4.9687 2.1570 -2.1525  0.461
H -7.3717 2.7412 0.1284  0.301
H -6.3409 3.8403 -0.7847  0.368
H -5.9846 3.6695 0.8300  0.260
C -5.3781 -6.2644 -1.8875  -0.744
O -3.9883 -6.6337 -1.8035  -0.325
C -3.6858 -7.2297 -0.5437  -0.256
C -2.2522 -7.8072 -0.6170  -0.923
N -1.2804 -6.7494 -0.9591  -0.489
C -1.0458 -5.6776 0.0016  0.189
C -0.4186 -4.4015 -0.6118  -0.014
O -1.3398 -3.9706 -1.6087  -0.264
C -0.8858 -2.7624 -2.2665  -1.374
H -5.4284 -5.6044 -2.7535  0.255
H -5.6874 -5.7531 -0.9759  0.290
H -6.0730 -7.0966 -1.9997  0.316
H -4.3567 -8.0445 -0.2715  0.458
H -3.8650 -6.4195 0.1631  0.212
H -2.2034 -8.5639 -1.3999  0.355
H -1.9869 -8.3059 0.3152  0.391
H -1.7183 -6.3735 -1.7880  0.386
H -0.5204 -6.0315 0.8886  0.484
H -2.0340 -5.2905 0.2500  -0.396
H 0.4978 -4.6603 -1.1422  0.560
H -0.2031 -3.6515 0.1492  -0.374
H 0.0702 -3.0209 -2.7218  0.528
H -0.7667 -1.8315 -1.7121  0.484
H -1.4630 -2.3863 -3.1112  0.438
C -0.5746 -0.1334 2.0768  0.227
O -0.3128 -1.5158 2.3681  -0.021
C 0.8613 -1.7590 3.0765  -0.377
C 0.9377 -3.2861 3.2899  -0.724
N 2.0665 -3.6297 4.1541  -0.405
C 1.7551 -3.0467 5.4835  -0.395
C 2.9301 -3.2964 6.5092  -0.736
O 4.2037 -2.8588 6.0174  -0.290
C 5.2451 -3.1646 6.9699  -0.762
H -0.4385 0.4626 2.9793  0.454
H -1.5491 0.0230 1.6143  -0.749
H 0.0580 0.3172 1.3120  -0.149
H 0.7870 -1.1879 4.0019  0.394
H 1.7286 -1.3456 2.5618  0.403
H 1.0799 -3.7975 2.3379  0.116
H -0.0101 -3.7043 3.6289  0.324
H 2.9154 -3.2162 3.7957  0.280
H 0.7892 -3.3706 5.8712  0.355
H 1.7269 -1.9571 5.4925  0.217
H 2.9822 -4.3486 6.7891  0.427
H 2.7198 -2.6781 7.3820  0.406
H 5.0443 -2.5290 7.8323  0.312
H 6.2733 -3.0895 6.6160  0.260
H 5.2061 -4.1858 7.3492  0.305
O -0.8365 3.5215 0.3240  -0.560
C -2.3139 3.5361 0.3222  0.063
C -2.8979 4.9396 0.7935  -0.446
O -2.1807 5.9374 0.1312  -0.567
H -0.6390 4.4371 0.1139  0.245
H -2.6453 3.1039 -0.6220  0.023
H -2.6684 2.8393 1.0817  0.174
H -2.8240 4.9688 1.8806  0.302
H -3.9398 5.1316 0.5372  0.341
H -2.4979 6.7845 0.4525  0.324
O -0.0236 2.0675 -3.4731  -0.655
H -0.0738 3.0185 -3.5696  0.223
H -0.7871 1.7376 -3.9468  0.287
O -0.6389 0.9212 -0.9750  -0.016
H -0.9142 1.6799 -0.4603  -0.200
H -0.6149 1.2393 -1.8774  0.315

Force components x, y, z for each atom (eV/Å):
C -0.89 -0.93 0.07
O -1.05 1.11 0.58
C 1.52 -0.54 -1.35
C -2.23 0.69 1.47
N 2.17 0.25 -1.14
C -1.43 -1.94 0.76
C -0.67 0.03 -0.44
O -0.15 0.53 2.18
C 1.78 0.80 -1.38
H 0.30 0.07 -0.47
H 0.73 0.32 -0.49
H 0.33 -0.35 0.35
H 0.42 -0.12 0.18
H -0.19 0.28 0.10
H 0.06 -0.47 0.78
H -0.40 -0.44 -0.41
H -0.41 0.48 0.20
H -0.04 0.58 -0.24
H 0.60 0.07 -0.41
H -0.46 -0.43 0.18
H 0.58 0.31 -0.34
H -0.35 0.33 -0.19
H 0.31 -0.46 0.78
H -0.63 -0.26 -0.84
C -0.39 -1.18 0.10
O 1.72 2.25 0.56
C -0.12 -1.26 -0.18
C -1.05 -1.49 1.16
N 0.34 3.48 -1.78
C 0.55 0.01 -0.30
C -1.48 -2.64 0.37
O 0.69 1.42 -0.84
C -0.38 -0.06 1.66
H 0.00 -0.17 -0.16
H -0.24 0.65 -0.65
H 0.34 0.13 -0.44
H 0.35 -0.63 1.05
H -0.28 0.28 -0.56
H -0.27 -0.59 -0.40
H 0.04 -0.44 0.38
H 0.09 -0.17 0.71
H -0.87 0.42 -0.59
H 0.63 0.19 0.40
H 0.03 0.71 0.91
H 0.75 0.01 -0.63
H 0.27 -0.42 -0.55
H -0.51 0.08 0.00
H 0.30 -0.59 -0.21
C 0.35 -0.43 0.62
O -0.24 -0.17 -0.79
C -0.73 0.41 0.24
C 0.74 -1.26 0.80
N 0.41 -1.18 -0.79
C -2.59 1.92 0.74
C 1.55 0.66 0.84
O -1.71 0.51 -1.76
C 1.52 -0.06 0.72
H -0.29 0.09 -0.32
H 0.20 -0.19 -0.18
H -0.23 0.09 -0.09
H -0.67 0.54 0.16
H 1.12 0.54 -0.35
H 0.12 0.02 -0.04
H 0.67 -0.37 -0.15
H -0.47 1.16 0.03
H -0.11 -0.95 0.01
H 0.40 -0.26 0.28
H -0.02 -0.42 0.38
H -0.04 0.45 -0.09
H 0.16 -0.39 0.09
H 0.27 -0.49 -0.86
H -0.46 -0.26 0.51
C 1.08 0.19 -0.08
O -1.08 -0.70 -0.01
C 0.29 -0.19 -0.39
C -0.08 1.48 0.59
N 0.57 -0.90 -0.62
C -1.18 0.81 -0.56
C -0.03 -1.57 -0.82
O -0.56 1.86 -0.03
C 0.91 -0.59 -0.74
H -0.29 0.00 0.15
H 0.04 0.35 0.06
H 0.25 -0.39 -0.19
H -0.40 -0.16 -0.23
H 0.48 -0.16 0.67
H -0.14 0.07 -0.08
H -0.03 0.09 0.17
H 0.45 0.66 -0.25
H 0.07 0.02 -0.08
H -0.20 0.10 0.99
H 0.46 0.03 0.13
H -0.28 0.13 0.10
H 0.28 0.29 0.16
H 0.12 -0.44 1.11
H -0.98 -1.00 0.00
C 0.54 -0.12 -0.03
O -1.27 0.90 -1.43
C -0.71 -0.15 0.09
C 1.00 0.50 -0.83
N -1.60 0.11 1.40
C 2.94 0.24 0.59
C -0.59 0.07 -0.51
O 0.47 -0.78 -0.27
C -1.07 -0.02 0.34
H -0.30 0.10 0.21
H -0.22 -0.54 0.56
H 0.74 -0.44 -0.01
H 0.13 -0.18 0.35
H 0.38 -0.26 -0.29
H 0.14 0.25 -0.32
H 0.04 0.27 0.56
H 0.14 0.07 0.05
H 0.21 -0.45 -0.01
H -0.25 0.21 -0.37
H 0.05 -0.15 0.05
H -0.26 -0.17 0.40
H 0.51 0.20 0.20
H -0.38 0.70 -0.59
H -0.48 -0.34 -0.17
O -1.99 0.32 0.33
C 0.16 0.41 1.04
C 0.05 -1.62 -0.87
O 0.93 0.71 -0.11
H 0.54 0.29 -0.15
H -0.31 0.70 -0.25
H 0.22 -0.21 0.03
H 0.36 0.19 0.12
H -0.33 -0.93 0.01
H 0.16 0.17 -0.09
O -0.19 -0.06 0.01
H 0.09 0.39 0.07
H -0.29 -0.15 -0.33
O -0.20 -0.77 0.28
H 0.22 0.41 0.18
H 0.30 0.26 -0.25

The energy above the lowest of the compared OMol25 structures with the same formula, charge and spin comes out at 407.3 kJ/mol. As for the charge: 0. Its LUMO energy is -0.0050 Ha. The HOMO energy is -8.07 eV. The calculation puts the calculated total energy at -70666.954 eV.

=====

Number 1 is which compound?
C5H13NO

=====

The lowest calculated total energy belongs to which entry?
C26H21ClHoIN4O2